# 1
Density functional theory data (the ωB97M-V functional and the def2-TZVPD basis) for a molecular structure, C20H55ClN5O5Pd.

LUMO level (alpha / beta) (eV): -3.02 / -8.12
E_HOMO (alpha / beta) (hartree): -0.429 / -0.427
Multiplicity: 3
Total energy (eV): -55309.01616
F_max (eV/A): 3.23
Molecular weight (g mol⁻¹): 587.6
Total charge: +1
Orbital gap (alpha / beta) (eV): 8.65 / 3.50

XYZ file:
```
87
C20H55ClN5O5Pd | the Open Molecules 2025 dataset | the ωB97M-V functional and the def2-TZVPD basis
Pd -0.6843 2.1649 2.5101
Cl -0.7196 0.5685 0.4326
C 2.8840 -3.7629 1.3991
C 2.3181 -2.4273 0.9005
C 2.1504 -2.2976 -0.6712
O 3.3814 -2.6124 -1.3147
C 3.2739 -2.4940 -2.6916
N 1.0780 -2.2540 1.6541
H 3.8616 -3.8509 0.9250
H 2.3235 -4.5439 0.8854
H 2.9345 -3.9107 2.4779
H 3.0056 -1.6690 1.2753
H 1.7503 -1.2939 -0.8151
H 1.4139 -3.0467 -0.9619
H 2.5180 -1.8577 -3.1518
H 3.3683 -3.4256 -3.2495
H 4.1225 -1.8998 -3.0306
H 0.4194 -2.9991 1.4777
H 0.6936 -1.4284 1.2174
C -1.8492 -1.6431 4.0981
C -1.5618 -0.2124 4.4965
C -1.1929 -0.0313 5.9814
O -1.2554 1.3418 6.2375
C -1.0350 1.7270 7.6263
N -0.3826 0.2001 3.7009
H -0.9719 -2.2431 4.3397
H -2.1236 -1.7647 3.0503
H -2.6794 -2.0316 4.6879
H -2.4162 0.4359 4.3018
H -0.1839 -0.3915 6.1822
H -1.8696 -0.5813 6.6355
H -1.7851 1.2141 8.2283
H -1.0956 2.8147 7.6626
H -0.0271 1.4149 7.9002
H -0.4395 -0.3439 2.8518
H 0.4492 -0.2473 4.0587
C 2.4554 1.5228 -1.5509
C 3.2775 2.6006 -0.8136
C 4.5016 3.0759 -1.5868
O 5.3264 3.9978 -0.9033
C 6.5773 4.3054 -1.5773
N 2.4396 3.7031 -0.4052
H 2.9632 0.6318 -1.9203
H 2.0321 2.0519 -2.4047
H 1.5469 1.1682 -1.0642
H 3.6570 2.1407 0.0989
H 4.1218 3.4968 -2.5177
H 5.1300 2.2243 -1.8479
H 7.0485 5.0084 -0.8903
H 6.5021 4.7071 -2.5879
H 7.2297 3.4361 -1.6597
H 1.8396 3.3747 0.3379
H 3.1211 4.1923 0.1573
C -1.6106 -0.4012 -3.5661
C -0.5296 0.6614 -3.8532
C -0.4489 0.9819 -5.3657
O -0.3134 -0.1577 -6.2208
C 0.9028 -0.8515 -6.0403
N -0.9176 1.7835 -3.0356
H -2.5996 0.0457 -3.6676
H -1.6061 -0.6775 -2.5117
H -1.4621 -1.2673 -4.2110
H 0.4245 0.2946 -3.4747
H 0.3644 1.6682 -5.6016
H -1.2804 1.5777 -5.7423
H 1.6665 -0.2831 -6.5711
H 0.9886 -1.8480 -6.4735
H 1.1924 -1.0160 -5.0024
H -0.7930 1.4349 -2.0959
H -1.9180 1.8906 -3.1244
C -4.5606 -0.7743 -1.4236
C -4.9885 0.1999 -0.2632
C -4.8490 -0.5113 1.0748
O -5.7077 -1.6508 1.2117
C -5.4891 -2.3610 2.4184
N -4.1268 1.3298 -0.4164
H -5.2898 -1.5784 -1.5227
H -3.5716 -1.2321 -1.4028
H -4.5046 -0.2299 -2.3663
H -6.0233 0.5060 -0.4170
H -4.9564 0.2299 1.8667
H -3.8576 -0.9635 1.0448
H -5.7124 -1.7187 3.2703
H -4.4530 -2.6941 2.4784
H -6.2204 -3.1678 2.4664
H -3.9669 1.6243 -1.3692
H -3.2256 0.8996 -0.2655
```

# 2
Density functional theory data (the ωB97M-V functional and the def2-TZVPD basis) for 6 unconnected molecules or ions with the total composition C20H55ClN5O9.

LUMO level (eV): 2.56
E_HOMO (hartree): -0.231
Total energy (eV): -60024.40281
F_max (eV/A): 1.65
Molecular weight (g mol⁻¹): 545.1
Total charge: -1
Orbital gap (eV): 8.85

XYZ file:
```
90
C20H55ClN5O9 | the Open Molecules 2025 dataset | the ωB97M-V functional and the def2-TZVPD basis
Cl 0.0587 -0.4028 -2.0473
O -0.5882 -1.6026 -2.5154
O -0.2688 0.6859 -2.9374
O -0.3759 -0.1053 -0.6933
O 1.5017 -0.5839 -1.9894
C -4.5373 -0.0839 3.2244
C -5.4471 -0.0650 1.9589
C -4.6408 0.1308 0.7059
O -5.4953 0.0268 -0.4069
C -4.9621 0.6635 -1.5372
N -6.2300 -1.3256 1.8447
H -5.0916 0.2875 4.0823
H -3.6328 0.5157 3.0544
H -4.1243 -1.0842 3.3583
H -6.1904 0.7214 2.1061
H -3.8364 -0.6096 0.5922
H -4.1276 1.1057 0.7266
H -5.4119 0.2610 -2.4441
H -3.8944 0.4579 -1.6579
H -5.1025 1.7499 -1.4598
H -5.6557 -2.1045 2.1634
H -6.9940 -1.3313 2.5157
C 1.4596 3.8195 -6.9275
C 2.5465 3.1251 -6.1085
C 3.6015 4.0935 -5.6354
O 4.2641 4.6379 -6.7893
C 5.4949 5.2075 -6.4753
N 1.9269 2.5396 -4.9255
H 1.8622 4.1451 -7.8825
H 1.1082 4.6782 -6.3531
H 0.6291 3.1217 -7.0224
H 3.0225 2.3496 -6.7291
H 4.3459 3.5793 -5.0142
H 3.1632 4.9356 -5.0898
H 6.1579 4.5072 -5.9387
H 5.4315 6.0784 -5.7983
H 5.9838 5.5309 -7.3924
H 1.2125 1.8437 -5.1055
H 2.5676 2.0665 -4.2972
C -3.1423 -5.3880 1.4157
C -2.8657 -3.8971 1.2675
C -1.9074 -3.3296 2.2831
O -1.9476 -1.9337 2.1911
C -0.7842 -1.2640 2.5849
N -2.4804 -3.6034 -0.1132
H -2.9618 -5.7503 2.4361
H -2.5190 -5.9843 0.7504
H -4.1960 -5.6001 1.2389
H -3.8202 -3.3720 1.4194
H -0.8988 -3.7580 2.1509
H -2.1877 -3.6399 3.3104
H -0.9560 -0.1876 2.6234
H 0.0259 -1.4132 1.8659
H -0.4803 -1.5691 3.5980
H -1.8381 -2.8108 -0.1446
H -1.8763 -4.3424 -0.4689
C 2.4611 4.3754 4.7439
C 2.0581 4.4274 3.2763
C 0.8083 3.6016 3.0654
O 0.5551 3.4991 1.6899
C -0.5108 2.6037 1.4342
N 1.8280 5.8181 2.8000
H 1.6216 4.7541 5.3408
H 3.2687 5.0722 4.9771
H 2.7108 3.3588 5.0470
H 2.8001 3.9669 2.6190
H -0.0860 4.0653 3.5155
H 0.9879 2.6049 3.4978
H -1.4486 2.9668 1.8865
H -0.2888 1.6216 1.8668
H -0.6444 2.5376 0.3596
H 2.6528 6.3522 3.0651
H 1.0731 6.1961 3.3711
C 1.6567 -5.4989 0.8676
C 1.6408 -4.0061 0.6816
C 3.0234 -3.3948 0.6225
O 3.7434 -3.4694 1.8374
C 4.6062 -4.5652 1.9969
N 0.8973 -3.6954 -0.5868
H 2.1400 -5.8416 1.7890
H 2.2333 -6.0050 0.0781
H 0.6669 -5.9588 0.8429
H 1.0751 -3.5056 1.4668
H 2.9565 -2.3376 0.3565
H 3.6056 -3.8752 -0.1826
H 4.7735 -5.0792 1.0422
H 4.1746 -5.2970 2.6906
H 5.5647 -4.2270 2.3933
H 1.5166 -4.0996 -1.2929
H 0.9831 -2.6890 -0.7278
```

# 3
Density functional theory data (the ωB97M-V functional and the def2-TZVPD basis) for 6 unconnected molecules or ions with the total composition C20H56N4O6.

LUMO level (alpha / beta) (eV): 2.53 / 2.47
E_HOMO (alpha / beta) (hartree): 0.028 / -0.253
Multiplicity: 2
Total energy (eV): -39889.07084
F_max (eV/A): 3.07
Molecular weight (g mol⁻¹): 448.7
Total charge: -1
Orbital gap (alpha / beta) (eV): 1.78 / 9.34

XYZ file:
```
86
C20H56N4O6 | the Open Molecules 2025 dataset | the ωB97M-V functional and the def2-TZVPD basis
C 2.1025 2.7890 2.3033
C 3.1397 1.5848 2.5015
C 4.2162 1.4846 1.3679
O 3.5405 1.1557 0.1433
C 4.3252 1.1534 -1.0479
N 3.6142 1.5616 3.8283
H 1.7171 2.8894 1.2886
H 2.5440 3.7824 2.3835
H 1.1908 2.6226 2.8771
H 2.5306 0.6816 2.4649
H 4.9363 0.6924 1.5731
H 4.7640 2.4219 1.2708
H 3.6266 0.7619 -1.7873
H 5.1879 0.4962 -0.9383
H 4.5948 2.1532 -1.3883
H 4.2969 2.2639 4.0748
H 4.0759 0.6886 4.0399
C -0.3518 -4.2592 2.9935
C -0.0793 -3.7705 1.5877
C 1.3916 -3.5428 1.2748
O 1.6327 -3.0481 0.0167
C 2.9895 -2.8603 -0.3073
N -0.6574 -4.7887 0.7306
H -1.4289 -4.2248 3.1571
H 0.0621 -3.7017 3.8337
H -0.0090 -5.2846 3.1318
H -0.7168 -2.9142 1.3676
H 1.8754 -4.5045 1.4451
H 1.8065 -2.8470 2.0041
H 3.0235 -2.4996 -1.3353
H 3.5078 -3.8187 -0.2761
H 3.4909 -2.1589 0.3595
H -1.5794 -4.4190 0.5478
H -0.2506 -4.5974 -0.1738
C -4.5289 -0.3522 4.0473
C -3.8164 -0.4082 2.6679
C -2.3486 -0.0371 2.7603
O -1.5860 -1.0391 3.4345
C -0.2154 -0.7638 3.4259
N -4.0316 -1.7623 2.2660
H -4.3998 0.6256 4.5115
H -4.0686 -1.0585 4.7382
H -5.5681 -0.6801 4.0704
H -4.2834 0.2922 1.9755
H -2.2063 0.8542 3.3714
H -1.8627 0.1957 1.8128
H 0.0101 0.2061 3.8693
H 0.2631 -0.9758 2.4697
H 0.2084 -1.5686 4.0265
H -3.4030 -2.2872 2.8571
H -3.6060 -1.9965 1.3806
C -1.2310 1.5535 -5.1596
C 0.2919 1.6832 -4.9629
C 0.7071 2.9706 -4.2330
O 0.2211 4.2404 -4.7911
C 0.7924 4.5513 -6.0798
N 0.6809 0.5577 -4.1971
H -1.4887 0.5830 -5.5836
H -1.6170 2.3086 -5.8444
H -1.6713 1.6826 -4.1709
H 0.7434 1.6734 -5.9549
H 1.7788 2.9642 -4.0341
H 0.3216 2.9409 -3.2138
H 0.4586 5.4708 -6.5606
H 0.6048 3.7528 -6.7976
H 1.8709 4.6631 -5.9682
H 0.2609 0.6626 -3.2846
H 0.3884 -0.3179 -4.6069
C -5.0110 0.3515 -1.1210
C -3.5166 0.1162 -1.3485
O -3.1266 -0.9544 -0.5084
H -5.1597 0.3362 -0.0413
H -5.6222 -0.4467 -1.5421
H -5.2322 1.3604 -1.4694
H -3.0561 1.0512 -1.0294
H -3.2177 0.0311 -2.3932
H -2.1705 -0.9879 -0.5882
C 0.0671 1.2432 -0.3964
C 0.7068 -0.1784 -0.3212
O -0.1937 -1.1918 -0.5245
H -0.1262 1.6308 0.6038
H -0.8284 1.2721 -1.0172
H 0.7479 1.9573 -0.8597
H 1.1914 -0.4212 0.6244
H 1.4850 -0.2734 -1.0784
H 0.2836 -2.0245 -0.5437
```

# 4
Density functional theory data (the ωB97M-V functional and the def2-TZVPD basis) for a molecular structure, C20H56N4O6.

LUMO level (eV): 0.42
E_HOMO (hartree): -0.328
Total energy (eV): -39882.27887
F_max (eV/A): 5.83
Molecular weight (g mol⁻¹): 448.7
Total charge: 0
Orbital gap (eV): 9.34

XYZ file:
```
86
C20H56N4O6 | the Open Molecules 2025 dataset | the ωB97M-V functional and the def2-TZVPD basis
C 0.3599 -3.4682 2.0557
C 1.1004 -4.0525 0.9145
O 2.2695 -3.2552 0.7940
H -0.5833 -3.9560 2.3019
H 0.1590 -2.3970 2.0396
H 1.0125 -3.4256 2.9276
H 0.5226 -3.9430 -0.0032
H 1.1137 -5.1366 1.0268
H 2.2016 -2.4317 1.2828
C 0.5780 -0.1496 -0.5706
C 0.8843 -0.0238 0.8593
O 2.0139 -0.8063 1.1859
H -0.1988 0.5642 -0.8445
H 0.1823 -1.1607 -0.6661
H 1.4348 0.0421 -1.2165
H 0.0064 -0.4694 1.3270
H 0.8952 1.0405 1.0945
H 2.3007 -0.5359 2.0613
C 0.8790 0.8791 4.2353
C 2.1599 0.0208 4.1073
C 2.0152 -1.5485 4.1345
O 1.4085 -1.8599 5.3990
C 0.5700 -2.9150 5.2709
N 2.7276 0.3732 2.8043
H 0.3411 0.6767 5.1615
H 0.2585 0.8291 3.3405
H 1.1931 1.9200 4.3114
H 2.8360 0.2934 4.9176
H 2.9572 -2.0970 4.1313
H 1.4251 -1.8767 3.2788
H 1.1646 -3.7971 5.0332
H -0.3048 -2.8454 4.6244
H 0.2531 -3.1535 6.2862
H 1.9401 0.9483 2.5411
H 3.6179 0.8312 2.9373
C -2.3622 0.1062 1.6292
C -2.8575 1.4430 0.9880
C -2.7127 1.6243 -0.5647
O -3.3410 2.8263 -0.9817
C -3.2402 3.0714 -2.4077
N -4.2291 1.4206 1.3306
H -2.9180 -0.7992 1.3855
H -2.4079 0.1738 2.7161
H -1.2909 0.0388 1.4395
H -2.4646 2.3066 1.5245
H -3.1029 0.7110 -1.0140
H -1.6745 1.5850 -0.8946
H -4.0246 3.7206 -2.7968
H -3.3145 2.1349 -2.9605
H -2.2171 3.3738 -2.6309
H -4.6796 1.7366 0.4836
H -4.4471 2.2033 1.9305
C -0.3160 1.6806 -2.6799
C 0.2116 3.1112 -2.7205
C 1.6525 3.2372 -2.0680
O 2.2076 4.6085 -2.2534
C 1.6284 5.6326 -1.4598
N 0.1947 3.7383 -4.0236
H 0.2948 1.0055 -3.2793
H -1.2839 1.7602 -3.1748
H -0.5736 1.2707 -1.7033
H -0.4570 3.7052 -2.0974
H 2.2323 2.4655 -2.5743
H 1.7358 3.0251 -1.0021
H 2.2558 6.4955 -1.6828
H 1.5636 5.3591 -0.4066
H 0.6161 5.8743 -1.7837
H -0.5234 4.4451 -3.9528
H 1.0692 4.2109 -4.2027
C -0.2039 -0.7032 -3.7574
C -0.9670 -1.9926 -3.2502
C -0.1607 -2.9275 -2.3305
O 0.8743 -3.6521 -2.9794
C 1.6335 -4.5821 -2.2699
N -2.0687 -1.5651 -2.4466
H -1.0291 -0.1700 -4.2295
H 0.5668 -0.8536 -4.5133
H 0.1925 -0.0750 -2.9596
H -1.2919 -2.5378 -4.1364
H -0.7845 -3.6032 -1.7453
H 0.3141 -2.2763 -1.5966
H 2.4703 -4.1217 -1.7447
H 1.8529 -5.4916 -2.8292
H 1.0217 -4.8588 -1.4113
H -2.7746 -2.2182 -2.1378
H -2.5647 -0.7878 -2.8589
```

# 5
Density functional theory data (the ωB97M-V functional and the def2-TZVPD basis) for a molecular structure, C20H57N5O6.

LUMO level (eV): 0.23
E_HOMO (hartree): -0.233
Total energy (eV): -41370.46295
F_max (eV/A): 17.00
Molecular weight (g mol⁻¹): 463.7
Total charge: 0
Orbital gap (eV): 6.56

XYZ file:
```
88
C20H57N5O6 | the Open Molecules 2025 dataset | the ωB97M-V functional and the def2-TZVPD basis
C -0.9756 3.5883 -0.1439
C -0.0202 2.5322 0.2510
C -0.4316 1.0387 -0.0353
O -1.4793 0.5715 0.7819
C -1.8740 -0.7761 0.7206
N 1.2354 2.7707 -0.4427
H -1.4287 3.2942 -1.0906
H -0.5617 4.5964 -0.1213
H -1.8235 3.6806 0.5348
H 0.0067 2.7406 1.3205
H 0.4332 0.4199 0.2039
H -0.7530 0.9770 -1.0750
H -2.2415 -1.0408 -0.2709
H -2.6184 -0.9620 1.4948
H -1.0488 -1.4374 0.9850
H 1.9476 2.2583 0.0576
H 1.5609 3.6622 -0.0971
C -2.5973 0.7726 -2.6213
C -1.4236 -0.2079 -2.8540
C -1.8114 -1.5788 -3.6470
O -2.6343 -2.4108 -2.8791
C -2.1712 -2.9270 -1.6233
N -0.4763 0.5101 -3.6292
H -3.2794 0.2011 -1.9919
H -3.1811 1.0821 -3.4882
H -2.1245 1.6418 -2.1641
H -0.8466 -0.3661 -1.9429
H -0.8987 -2.0687 -3.9861
H -2.3498 -1.3368 -4.5633
H -1.7345 -2.1590 -0.9848
H -1.4413 -3.7158 -1.8054
H -3.0320 -3.2273 -1.0258
H -0.9337 1.1181 -4.2935
H -0.0162 1.1763 -3.0254
C -0.8882 -2.9903 1.8185
C -2.2841 -3.5327 2.0917
C -2.9318 -3.0945 3.4418
O -4.2719 -3.5864 3.4162
C -5.2839 -3.0382 4.2731
N -3.1386 -3.1534 0.9524
H -0.0952 -3.0373 2.5649
H -0.9486 -1.9432 1.5216
H -0.3706 -3.2319 0.8901
H -2.2468 -4.6210 2.1413
H -2.8190 -2.0177 3.5679
H -2.5090 -3.5870 4.3174
H -5.2431 -1.9568 4.4034
H -5.1003 -3.4122 5.2804
H -6.2725 -3.2699 3.8769
H -4.0174 -3.5254 1.2834
H -3.3089 -2.1663 0.8231
C 1.2722 -1.1692 -2.1663
C 1.5825 -1.3954 -0.7594
C 2.2096 -2.8041 -0.5505
O 1.1704 -3.7597 -0.4390
C 1.6534 -4.9408 0.1794
N 2.2693 -0.1740 -0.3818
H 2.1398 -1.3453 -2.8022
H 0.9460 -0.1510 -2.3784
H 0.5436 -1.9340 -2.4350
H 0.6250 -1.4096 -0.2386
H 2.8082 -2.6507 0.3474
H 2.9251 -3.0934 -1.3203
H 2.6608 -5.2975 -0.0353
H 0.9767 -5.7696 -0.0289
H 1.5638 -4.7936 1.2557
H 1.7734 0.6417 -0.7117
H 2.1290 -0.1059 0.6161
C 3.0543 2.6845 0.1445
C 2.6229 3.7641 1.1465
C 3.7031 4.8388 0.9781
O 4.9436 4.6288 1.7702
C 6.0393 5.2571 1.3019
N 1.3117 4.1996 0.8190
H 4.1218 2.4643 0.1423
H 2.9483 3.0130 -0.8894
H 2.5779 1.7046 0.1766
H 2.7117 3.3016 2.1295
H 3.2644 5.7555 1.3722
H 3.8054 5.0308 -0.0900
H 6.3586 4.9947 0.2932
H 6.9232 5.1609 1.9324
H 5.7554 6.3093 1.2840
H 1.3183 5.1316 1.2082
H 0.7239 3.7171 1.4837
O 0.1401 1.8407 -2.3954
H 1.0730 1.7753 -2.5993
H 0.1081 2.3264 -1.5711
```